1.
Computed, not measured: 2 unconnected molecules or ions with the total composition C4H11P3, with ωB97M-V/def2-TZVPD.

Values from the calculation:
HOMO level (Ha): -0.318
Gap between HOMO and LUMO (eV): 9.17

```
18
Properties=species:S:1:pos:R:3:mulliken_charge:R:1
C -0.252 2.316 -3.207 0.2067
C -0.386 3.147 -2.063 -0.6873
C 0.503 -0.472 2.764 -0.8298
C 0.365 -2.381 0.638 -0.7685
P -0.075 1.059 -4.102 -0.3153
P 0.331 -1.025 -0.525 -0.0673
P -0.118 -2.171 2.408 0.0281
H 0.569 3.537 -1.859 0.2727
H -1.023 4.065 -2.281 0.2607
H -0.741 2.782 -1.102 0.2796
H 0.483 0.024 1.852 0.1867
H 1.506 -0.393 3.112 0.3090
H -0.273 0.026 3.407 0.2951
H -0.024 -3.311 0.159 0.4643
H 1.400 -2.777 0.530 0.3470
H 0.234 -1.739 -1.561 -0.0129
H -1.005 -0.812 -0.440 0.0239
H -1.494 -1.874 2.270 0.0073
```

2.
Computed, not measured: a gas-phase ion, CH2O5P (charge -1), with ωB97M-V/def2-TZVPD.

Values from the calculation:
HOMO level (Ha): -0.182
Gap between HOMO and LUMO (eV): 8.87
Charge: -1

```
9
Properties=species:S:1:pos:R:3:mulliken_charge:R:1
C 1.759 -0.034 -0.173 0.7068
O 0.519 -0.730 -0.358 -0.1437
O 2.731 -0.557 -0.747 -0.7042
O -1.424 1.064 0.040 -0.5264
O -1.718 -1.374 0.223 -0.5184
O 1.678 1.042 0.471 -0.6815
P -0.558 -0.244 0.754 0.2470
H -0.732 1.709 0.200 0.3184
H -2.256 -0.875 -0.411 0.3019
```

3.
Computed, not measured: a molecular structure, C2H4F6LiNO6S2, with ωB97M-V/def2-TZVPD.

Values from the calculation:
HOMO level (Ha): -0.367
Gap between HOMO and LUMO (eV): 9.07

```
22
Properties=species:S:1:pos:R:3:mulliken_charge:R:1
Li 0.410 -0.212 -1.103 1.0362
C 1.962 -1.141 1.328 0.6742
F 2.727 -1.798 2.181 -0.2147
F 2.277 0.158 1.375 -0.2264
F 2.250 -1.557 0.067 -0.2498
S 0.205 -1.443 1.670 0.9821
O -0.040 -2.735 1.134 -0.6291
O 0.031 -1.207 3.044 -0.5830
N -0.415 -0.314 0.649 -0.4301
S -1.662 0.431 1.357 0.9070
O -2.763 -0.466 1.529 -0.6152
O -1.335 1.293 2.435 -0.5851
C -2.193 1.495 -0.038 0.6179
F -3.109 2.358 0.381 -0.1931
F -1.146 2.177 -0.564 -0.2438
F -2.712 0.738 -1.030 -0.2172
O -0.375 -0.475 -2.901 -0.5888
H -1.305 -0.575 -3.128 0.2916
H 0.031 -0.031 -3.651 0.2872
O 2.078 0.900 -1.466 -0.5315
H 2.144 1.487 -2.225 0.2519
H 2.942 0.920 -1.043 0.2599
```

4.
Computed, not measured: 7 unconnected molecules or ions with the total composition C20H47BBrF3N2O12, with ωB97M-V/def2-TZVPD.

Values from the calculation:
HOMO level (Ha): -0.367
Gap between HOMO and LUMO (eV): 8.92

```
86
Properties=species:S:1:pos:R:3:mulliken_charge:R:1
C -3.333 -1.773 -3.393 -0.7833
C -2.329 -0.550 -3.862 0.0539
B -2.270 0.696 -2.740 0.3767
O -2.666 0.281 -1.348 -0.4473
C -1.860 2.238 -3.138 0.3472
O -0.991 2.505 -4.294 -0.0733
N 0.024 1.628 -4.388 0.0556
O 0.900 1.839 -3.566 -0.1834
C -3.323 2.819 -3.704 -0.6019
Br -4.992 2.325 -2.704 -0.1043
N -3.240 4.329 -3.425 -0.5035
C -2.853 4.369 -1.939 0.0819
O -3.392 5.043 -0.919 -0.5124
C -1.539 3.340 -1.969 0.8580
O -0.477 4.297 -2.425 -0.5937
C -0.934 2.865 -0.521 -0.8855
O -2.069 2.669 0.440 -0.3260
C -1.618 1.903 1.612 0.7499
F -1.352 0.460 1.337 -0.1772
F -2.691 1.927 2.673 -0.2756
F -0.376 2.435 2.252 -0.2396
H -4.447 -1.409 -3.548 0.2563
H -3.124 -2.117 -2.270 0.1508
H -3.122 -2.750 -4.045 0.1538
H -2.558 -0.168 -4.951 0.2568
H -1.233 -1.020 -3.867 0.1365
H -3.653 0.092 -1.325 0.2418
H -3.577 2.629 -4.840 0.4406
H -2.488 4.799 -4.014 0.4220
H 0.395 3.923 -2.076 0.4256
H -0.381 1.834 -0.613 0.3538
H -0.250 3.695 -0.006 0.4238
C -2.649 -7.072 -2.790 -1.1682
C -2.503 -5.635 -3.245 0.0847
O -3.391 -4.802 -2.513 -0.4897
H -3.678 -7.419 -2.934 0.2859
H -1.974 -7.728 -3.348 0.3631
H -2.428 -7.165 -1.722 0.3232
H -2.746 -5.543 -4.307 0.3554
H -1.480 -5.277 -3.092 -0.0280
H -3.161 -4.885 -1.572 0.2895
C 1.943 -1.531 2.185 -0.4867
C 0.793 -2.013 1.325 -0.1240
O 0.982 -3.378 0.983 -0.4874
H 2.894 -1.647 1.655 0.1038
H 1.815 -0.479 2.454 0.0988
H 2.016 -2.124 3.103 0.3729
H 0.738 -1.433 0.400 0.0369
H -0.160 -1.912 1.853 0.1876
H 1.021 -3.885 1.812 0.3130
C 1.789 -3.529 -2.257 -0.9250
C 0.894 -3.077 -3.392 -0.3962
O -0.107 -2.199 -2.900 -0.3101
H 1.203 -4.038 -1.484 0.1895
H 2.564 -4.211 -2.619 0.4336
H 2.270 -2.671 -1.777 0.1593
H 0.398 -3.936 -3.854 0.3150
H 1.470 -2.556 -4.162 0.2912
H 0.343 -1.436 -2.499 0.1193
C 0.327 5.539 4.214 -0.7091
C 0.562 4.547 5.335 -0.1714
O -0.617 3.791 5.568 -0.5345
H -0.498 6.214 4.465 0.2636
H 1.225 6.134 4.025 0.3267
H 0.045 5.022 3.291 0.0414
H 0.821 5.070 6.260 0.3207
H 1.376 3.860 5.086 0.1658
H -0.834 3.324 4.743 0.2923
C 3.556 -0.393 6.370 -1.1617
C 2.405 -0.874 5.510 0.0747
O 2.594 -2.239 5.167 -0.5625
H 4.507 -0.509 5.840 0.3055
H 3.428 0.660 6.639 0.3140
H 3.628 -0.985 7.287 0.3455
H 2.350 -0.294 4.584 0.1161
H 1.452 -0.773 6.038 0.2315
H 2.633 -2.747 5.996 0.3205
C 4.809 0.774 1.166 -0.9437
C 3.914 1.227 0.030 -0.0304
O 2.913 2.105 0.523 -0.4319
H 4.223 0.265 1.938 0.0669
H 5.584 0.093 0.804 0.3271
H 5.290 1.633 1.645 0.4306
H 3.418 0.368 -0.432 0.0534
H 4.491 1.748 -0.740 0.3167
H 3.363 2.868 0.923 0.2473
```

5.
Computed, not measured: C2H3NOS in the gas phase, with ωB97M-V/def2-TZVPD.

Values from the calculation:
HOMO level (alpha / beta) (Ha): -0.334 / -0.334
Gap between HOMO and LUMO (alpha / beta) (eV): 9.17 / 9.17

```
8
Properties=species:S:1:pos:R:3:mulliken_charge:R:1
C 0.558 -0.863 -0.121 0.0005
C -1.314 0.469 0.042 -0.1639
N -0.613 -0.326 -0.631 -0.4294
O 2.341 1.074 -0.194 -0.5022
S 2.075 -0.316 0.177 0.2908
H 0.225 -1.908 0.165 0.3009
H -2.201 0.893 -0.387 0.2481
H -1.072 0.978 0.949 0.2552
```

6.
Computed, not measured: C4H8N2O in the gas phase, with ωB97M-V/def2-TZVPD.

Values from the calculation:
HOMO level (alpha / beta) (Ha): -0.315 / -0.285
Gap between HOMO and LUMO (alpha / beta) (eV): 8.16 / 7.22

```
15
Properties=species:S:1:pos:R:3:mulliken_charge:R:1
C 1.248 0.468 -0.969 -0.5221
C -1.608 -1.575 0.462 -1.2397
N 2.181 1.470 -0.760 -0.1622
C 0.145 0.146 -0.109 0.7313
N -0.046 0.880 1.046 -0.5029
C -0.548 -0.991 -0.410 -0.1879
O 1.215 2.460 -0.732 -0.4861
H 2.734 1.403 0.099 0.2853
H 1.368 -0.146 -1.857 0.3091
H -0.915 0.725 1.533 0.2379
H 0.190 1.859 0.913 0.2860
H -0.286 -1.513 -1.321 0.2762
H -2.132 -2.389 -0.037 0.3390
H -1.191 -1.972 1.396 0.2924
H -2.354 -0.824 0.747 0.3436
```

7.
Computed, not measured: C5H12O in the gas phase, with ωB97M-V/def2-TZVPD.

Values from the calculation:
HOMO level (Ha): -0.350
Gap between HOMO and LUMO (eV): 10.64

```
18
Properties=species:S:1:pos:R:3:mulliken_charge:R:1
C -0.715 -2.021 0.249 -1.3412
C -0.872 -0.457 -0.019 -0.5561
C 0.119 0.809 -0.438 0.5397
C -0.648 2.150 -0.443 -1.4541
O 1.213 1.013 0.417 -0.3612
C 1.911 -0.199 0.499 -0.4230
H -0.177 -2.604 -0.509 0.3435
H -0.291 -2.309 1.222 0.3882
H -1.734 -2.445 0.266 0.3497
H -1.416 -0.098 0.860 0.2678
H -1.554 -0.430 -0.867 0.3289
H 0.508 0.612 -1.455 0.2657
H -1.669 2.033 -0.813 0.3712
H -0.168 2.921 -1.065 0.3489
H -0.688 2.562 0.573 0.3493
H 2.583 -0.167 1.359 0.2585
H 1.131 -0.956 0.593 0.0601
H 2.467 -0.413 -0.428 0.2642
```

8.
Computed, not measured: a gas-phase ion, C10H7N2O3S (charge -1), with ωB97M-V/def2-TZVPD.

Values from the calculation:
HOMO level (Ha): -0.119
Gap between HOMO and LUMO (eV): 6.18
Charge: -1

```
23
Properties=species:S:1:pos:R:3:mulliken_charge:R:1
C 2.249 -0.308 -0.537 -0.4977
C 1.067 0.263 -0.052 -0.1929
C 2.492 -1.658 -0.454 -0.2658
C 0.493 -1.909 0.654 -0.5568
C 0.131 -0.580 0.553 0.2534
C -3.086 0.552 -0.399 -0.1802
C -4.405 0.255 -0.571 0.4564
C -3.259 -1.683 0.163 0.5072
C -2.439 1.803 -0.289 -0.4661
C -1.181 -0.165 1.098 -0.0264
N 1.622 -2.393 0.129 -0.6508
N -2.388 -0.615 0.077 0.0816
O -5.411 0.784 -0.977 -0.7227
O -2.985 -2.831 0.531 -0.6684
O -4.471 -1.257 -0.367 -0.3926
S -1.419 1.520 1.395 -0.3035
H 2.885 0.307 -1.165 0.3376
H 1.012 1.376 0.091 0.3274
H 3.223 -2.264 -1.007 0.3532
H -0.163 -2.512 1.106 0.5754
H -1.573 1.868 -0.925 0.2168
H -3.077 2.694 -0.146 0.3691
H -1.370 -0.787 1.989 0.4457
```

| no. | DFT total energy (Eh) |
| --- | --- |
| 1 | -1182.92313 |
| 2 | -757.02861 |
| 3 | -1987.96406 |
| 4 | -4700.73401 |
| 5 | -606.10163 |
| 6 | -341.80057 |
| 7 | -272.88903 |
| 8 | -1118.71837 |